[1]
The following is a quantum chemistry calculation of a structure of composition C48H56BIrN9P, from the Open Molecules 2025 dataset.

```
116
Properties=species:S:1:pos:R:3:mulliken_charge:R:1
Ir 0.1891 -0.0731 -0.3542 1.729
C -0.9198 2.7985 4.1401 -1.568
C -1.2844 2.2009 2.8166 0.255
C -2.4643 2.2896 2.1767 -0.589
C -2.2326 1.7729 0.8763 -1.259
N -0.9721 1.3310 0.8293 0.621
N -0.3745 1.6122 2.0124 0.520
B 1.1770 1.5412 2.1828 -1.605
N 1.9504 2.4173 1.1810 -0.148
N 2.0589 2.1597 -0.1676 0.760
C 2.8580 3.0756 -0.6932 -0.539
C 3.2931 3.9526 0.3380 -1.099
C 2.7368 3.4817 1.5042 0.481
C 2.8492 4.1639 2.8263 -1.457
C 3.3132 3.0932 -2.1296 2.574
C 3.2442 4.5289 -2.5890 -2.167
C 4.7617 2.6639 -2.1882 -1.791
C 2.4709 2.3087 -3.1153 -1.259
N 1.6173 0.0819 2.1869 1.266
N 1.1688 -0.9092 1.3235 0.265
C 1.6791 -2.0875 1.7764 -1.208
C 2.4282 -1.8354 2.9215 -1.093
C 2.3977 -0.4593 3.1281 0.489
C 2.9787 0.2976 4.2823 -1.273
C 1.5038 -3.4675 1.2742 2.780
C 2.7744 -3.8580 0.4797 -1.615
C 0.2810 -3.6296 0.3944 -0.637
C 1.2297 -4.3887 2.4521 -1.979
C -3.1634 1.9772 -0.3074 2.370
C -4.5779 2.4771 0.0841 -2.145
C -3.4157 0.7553 -1.1951 -1.603
C -2.5547 3.1620 -1.1144 -1.579
H -1.8159 3.0239 4.7032 0.545
H -0.2968 2.1445 4.7550 0.175
H -0.3529 3.7047 3.9630 0.140
H -3.3816 2.7159 2.5517 0.603
H 1.4833 1.8996 3.2723 -0.256
H 3.8588 4.8497 0.1606 0.468
H 3.5644 5.0043 2.7097 0.400
H 1.8654 4.6463 3.1952 0.151
H 3.2152 3.5046 3.5688 0.180
H 3.8805 5.2490 -2.0687 0.381
H 3.6655 4.5322 -3.6244 0.448
H 2.2337 4.9110 -2.6169 0.433
H 5.4577 3.2037 -1.5531 0.365
H 4.7766 1.6179 -1.8517 0.279
H 5.1718 2.7145 -3.1617 0.514
H 1.4833 2.7758 -3.1408 0.306
H 2.9929 2.3975 -4.0676 0.610
H 2.4020 1.2220 -2.7872 0.059
H 2.9724 -2.5693 3.5032 0.534
H 3.6010 -0.3630 4.8638 0.487
H 3.6121 1.1563 3.9950 0.158
H 2.1297 0.6510 4.9410 0.136
H 3.0707 -3.0160 -0.1232 0.140
H 3.5989 -4.0755 1.1905 0.449
H 2.6507 -4.7384 -0.0952 0.444
H 0.4604 -3.2184 -0.5815 -0.106
H 0.0768 -4.7163 0.3252 0.632
H -0.6021 -3.0602 0.7489 -0.211
H 2.0443 -4.4746 3.1656 0.401
H 0.3169 -4.1169 3.0328 0.309
H 1.0900 -5.4040 2.0865 0.524
H -5.1131 1.8964 0.8520 0.287
H -4.5994 3.5026 0.4718 0.445
H -5.1297 2.4942 -0.8310 0.503
H -3.7343 -0.0815 -0.5906 0.431
H -4.0731 0.9289 -2.0125 0.715
H -2.4641 0.4809 -1.7279 -0.176
H -2.5345 3.9916 -0.4270 0.470
H -1.5678 2.8127 -1.3301 0.115
H -3.0415 3.4551 -2.0530 0.359
C -5.6491 -3.1619 -1.9578 -0.667
C -5.0201 -2.5383 -3.0154 -0.767
C -3.7063 -2.1322 -2.9199 -0.031
C -2.9657 -2.3921 -1.7820 -0.023
C -3.6259 -2.9937 -0.6729 -0.422
C -4.9663 -3.3461 -0.7767 -0.613
P -1.2868 -1.7212 -1.4825 1.309
C -3.6540 -0.7652 2.4691 -0.474
C -4.5986 -0.5879 3.4199 -0.874
C -4.1037 -0.5376 4.7469 -0.417
C -2.7264 -0.6531 5.0495 -0.762
C -1.7861 -0.8067 3.9968 -0.405
C -2.2891 -0.8778 2.6930 0.676
C -0.2194 -2.2953 -2.7552 -0.082
C -0.5368 -3.2675 -3.7490 -1.111
C 0.5264 -3.6377 -4.6128 -0.647
C 1.7466 -3.0565 -4.6104 -1.194
C 2.0787 -2.1704 -3.5834 1.085
C 3.4131 -1.7252 -3.3227 -1.046
C 3.8653 -1.1306 -2.1949 -0.768
C 2.9153 -0.6634 -1.3190 -0.617
C 1.5009 -1.0038 -1.4554 1.401
C 1.1197 -1.8345 -2.5953 0.188
H -6.6731 -3.4909 -1.9993 0.398
H -5.5438 -2.3390 -3.9234 0.501
H -3.2055 -1.5515 -3.7241 0.130
H -3.0745 -3.1360 0.2588 0.228
H -5.4389 -3.8549 0.0837 0.394
H -5.6818 -0.4962 3.1204 0.427
H -4.7682 -0.3771 5.5641 0.397
H -2.3909 -0.5781 6.1081 0.365
H -0.7181 -0.7562 4.0934 0.544
H -1.6511 -0.9730 1.8413 0.407
H -1.5097 -3.6964 -3.8748 0.547
H 0.2651 -4.3934 -5.3879 0.325
H 2.4696 -3.3885 -5.3591 0.411
H 4.1198 -1.9954 -4.1167 0.370
H 4.9013 -0.9388 -2.0522 0.569
H 3.1951 -0.0448 -0.5380 0.524
N -2.1284 -1.0748 -5.5450 -0.716
C -1.3297 -0.4174 -4.9923 0.593
N -0.2841 0.2277 -4.4713 -0.808
C -0.3010 0.6022 -3.2687 0.904
N -0.2537 0.8835 -2.1315 -0.586
```

## Properties
- charge = 0
- spin multiplicity = 5
- LUMO energy (spin up / spin down) (eV) = 0.249 / -2.237
- HOMO level (spin up / spin down) (eV) = -7.0 / -8.2
- relative energy (zero: lowest compared OMol25 entry of this formula, charge and spin) (eV) = 0.636
- maximum force (eV/A) = 3.528



[2]
The following is a quantum chemistry calculation of the molecule C18H21ClN2O2S, from the Open Molecules 2025 dataset.

```
45
Properties=species:S:1:pos:R:3:mulliken_charge:R:1
O 2.8950 2.9430 -0.4695 -0.785
S 2.3045 1.8157 0.1910 1.384
O 2.6813 1.5320 1.5478 -0.661
N 2.6350 0.4859 -0.7951 -0.193
C 2.8427 -0.7867 -0.1177 -0.844
C 3.3912 -1.8185 -1.1172 -1.099
C 2.9420 -3.2406 -0.7709 -0.647
C 2.8474 -3.3967 0.7407 -0.830
C 1.6833 -2.5568 1.2701 -1.048
C 1.5114 -1.2286 0.4999 0.441
N 0.5188 -1.3520 -0.5481 0.306
C -0.8217 -1.1553 -0.3409 0.140
C -1.6601 -0.9676 -1.4466 0.026
C -3.0209 -0.8149 -1.2954 -0.851
C -3.5729 -0.8411 -0.0247 0.316
Cl -5.2795 -0.6169 0.1761 -0.248
C -2.7684 -1.0354 1.0841 -0.993
C -1.4056 -1.1958 0.9285 -0.316
C 0.5286 1.9554 0.0783 0.115
C -0.2378 1.9588 1.2257 -0.170
C -1.6117 2.1047 1.1190 -0.826
C -2.1956 2.2451 -0.1288 -0.380
C -1.4136 2.2405 -1.2738 -0.739
C -0.0403 2.0989 -1.1712 -0.342
H 3.4080 0.7346 -1.3963 0.336
H 3.5478 -0.6520 0.7140 0.441
H 4.4812 -1.7621 -1.1106 0.459
H 3.0568 -1.5605 -2.1237 0.284
H 1.9609 -3.4409 -1.2031 0.334
H 3.6490 -3.9583 -1.1892 0.429
H 3.7859 -3.0761 1.1959 0.388
H 2.6909 -4.4432 1.0058 0.458
H 1.8340 -2.3481 2.3295 0.338
H 0.7562 -3.1212 1.1639 0.414
H 1.2057 -0.4437 1.2043 0.056
H 0.8466 -1.0671 -1.4580 0.298
H -1.2268 -0.9406 -2.4360 0.425
H -3.6536 -0.6687 -2.1568 0.428
H -3.2066 -1.0621 2.0696 0.443
H -0.7948 -1.3481 1.8028 0.406
H 0.2533 1.8553 2.1808 0.542
H -2.2242 2.1112 2.0072 0.444
H -3.2656 2.3587 -0.2103 0.450
H -1.8748 2.3527 -2.2430 0.444
H 0.5999 2.1059 -2.0389 0.427
```

## Properties
- charge = 0
- LUMO energy (eV) = 0.576
- HOMO level (eV) = -7.9
- relative energy (zero: lowest compared OMol25 entry of this formula, charge and spin) (eV) = 0.105
- maximum force (eV/A) = 0.828
- SMILES = O=S(=O)(N[C@@H]1CCCC[C@@H]1Nc1ccc(Cl)cc1)c1ccccc1



[3]
The following is a quantum chemistry calculation of a cluster of 2 separate species, C5H8N2O in total, from the Open Molecules 2025 dataset.

```
16
Properties=species:S:1:pos:R:3:mulliken_charge:R:1
C -1.2235 -0.1198 -0.4212 -0.132
C -1.6016 1.3188 -0.0443 -0.148
C 1.4344 0.5343 0.7157 -0.434
C 1.3285 -0.9872 -0.1864 -0.575
C 0.1207 -0.2245 -0.8761 0.198
H -1.0574 -1.4230 1.2678 0.314
H -2.1448 -0.5135 -1.1838 0.257
H -2.5241 1.4885 0.5230 0.392
H 2.6150 0.9606 0.9366 0.239
H 0.9789 0.5792 1.8997 0.219
H 1.0375 -2.0272 0.3033 0.259
H 2.5548 -0.8663 -1.0631 0.275
H 0.0167 -0.5220 -2.0116 0.234
N -0.4504 2.0063 0.0496 -0.559
N 0.5814 1.0973 -0.4293 0.018
O -1.6660 -1.3016 0.5199 -0.555
```

## Properties
- charge = 0
- LUMO energy (eV) = 0.181
- HOMO level (eV) = -8.9
- relative energy (zero: lowest compared OMol25 entry of this formula, charge and spin) (eV) = 8.180
- maximum force (eV/A) = 9.854



[4]
The following is a quantum chemistry calculation of a cluster of 2 separate species, C4H9NO2 in total, from the Open Molecules 2025 dataset.

```
16
Properties=species:S:1:pos:R:3:mulliken_charge:R:1
C -2.4012 0.7342 0.7915 -0.852
C -1.8541 -0.5889 0.2959 -0.559
N 0.1602 -0.1195 -1.0975 -0.436
C 0.8969 0.3314 -0.0977 0.759
O 0.8797 0.4860 1.0961 -0.558
O 1.9679 0.6114 -0.9691 -0.308
C 3.0558 -0.3060 -0.8008 -0.651
H -2.9286 1.2759 0.0000 0.276
H -3.1101 0.5591 1.6090 0.306
H -1.5923 1.3629 1.1741 0.296
H -1.2430 -1.1048 1.0380 0.262
H -2.6148 -1.2667 -0.1054 0.369
H -1.1950 -0.4059 -0.6245 0.264
H 3.8315 0.0109 -1.4983 0.221
H 3.4204 -0.2578 0.2294 0.313
H 2.7268 -1.3220 -1.0408 0.299
```

## Properties
- charge = 0
- LUMO energy (eV) = -1.337
- HOMO level (eV) = -10.4
- relative energy (zero: lowest compared OMol25 entry of this formula, charge and spin) (eV) = 5.088
- maximum force (eV/A) = 0.517



[5]
The following is a quantum chemistry calculation of the molecule CH3NO4, from the Open Molecules 2025 dataset.

```
9
Properties=species:S:1:pos:R:3:mulliken_charge:R:1
N 1.1078 1.0028 -0.1715 -0.424
O 0.6892 -0.3016 0.1050 -0.324
C -0.8444 -0.3395 0.8896 0.682
O -1.2013 0.6635 1.4003 -0.374
O -1.1189 -1.5569 0.5207 -0.061
O -2.4131 -2.0275 1.0006 -0.336
H 1.5711 1.3709 0.6612 0.228
H 1.5491 0.8319 -1.0755 0.265
H -2.4842 -2.2006 1.9442 0.344
```

## Properties
- charge = 0
- LUMO energy (eV) = 0.042
- HOMO level (eV) = -8.9
- relative energy (zero: lowest compared OMol25 entry of this formula, charge and spin) (eV) = 3.892
- maximum force (eV/A) = 6.049
- SMILES = NOC(=O)OO



[6]
The following is a quantum chemistry calculation of a structure of composition C12H34N3O5V, from the Open Molecules 2025 dataset.

```
55
Properties=species:S:1:pos:R:3:mulliken_charge:R:1
O -1.1868 -0.1928 2.8952 -0.467
V -1.5356 1.1671 2.2197 1.117
O -0.8588 0.8753 0.4885 -0.149
H -0.6698 1.0126 -0.4436 -0.031
C 1.7672 4.3959 0.1118 -1.329
C 0.8826 4.3306 -1.1184 0.478
C 1.5251 3.3981 -2.1481 -0.132
O 0.7387 3.1026 -3.2664 -0.389
C 0.0165 1.8986 -3.2017 -0.431
N -0.4928 3.9768 -0.7228 -0.577
H 1.4246 5.1787 0.7902 0.325
H 2.8096 4.6270 -0.1064 0.382
H 1.7151 3.4441 0.6536 0.221
H 0.8027 5.3194 -1.5805 0.377
H 1.8793 2.4790 -1.6443 -0.214
H 2.4728 3.8485 -2.4617 0.406
H 0.6433 1.0119 -3.0340 0.271
H -0.5000 1.7808 -4.1518 0.351
H -0.7503 1.9036 -2.4075 0.038
H -1.1390 4.0922 -1.4932 0.341
H -0.4499 3.0008 -0.4519 0.060
C -2.8471 -1.3078 -0.1750 -1.465
C -3.8808 -0.7514 0.7633 0.478
C -4.2646 -1.7051 1.8760 -0.730
O -4.6307 -2.9057 1.2340 -0.336
C -4.5049 -4.0469 2.0658 -0.760
N -3.5173 0.5959 1.3371 -0.323
H -2.4929 -0.5651 -0.8923 0.337
H -3.2102 -2.1444 -0.7665 0.450
H -1.9724 -1.7058 0.3494 0.276
H -4.7690 -0.5771 0.1450 0.245
H -5.1858 -1.3677 2.3704 0.351
H -3.4273 -1.8874 2.5600 0.377
H -4.9872 -4.8890 1.5793 0.261
H -4.9443 -3.8956 3.0558 0.317
H -3.4413 -4.2939 2.1760 0.317
H -4.3323 0.9253 1.8607 0.279
H -3.5376 1.2127 0.5202 0.316
C 1.8965 -2.0544 0.8996 -1.468
C 2.8336 -1.3030 -0.0289 0.703
C 3.6290 -2.2830 -0.8772 -0.805
O 4.4117 -3.1958 -0.1446 -0.331
C 5.4668 -2.6024 0.5846 -0.652
N 2.0364 -0.4594 -0.9547 -0.478
H 2.3421 -2.9648 1.3013 0.415
H 1.0129 -2.4192 0.3630 0.321
H 1.5730 -1.4419 1.7445 0.289
H 3.4727 -0.6668 0.5939 0.217
H 4.2468 -1.8133 -1.6562 0.362
H 2.9259 -2.9182 -1.4223 0.333
H 5.0910 -1.9049 1.3382 0.261
H 6.1658 -2.0981 -0.0936 0.307
H 6.0007 -3.4067 1.0850 0.252
H 2.5430 0.3605 -1.2612 0.156
H 1.2033 -0.1707 -0.4573 0.086
```

## Properties
- charge = +1
- spin multiplicity = 2
- LUMO energy (spin up / spin down) (eV) = -6.004 / -5.813
- HOMO level (spin up / spin down) (eV) = -11.4 / -11.4
- relative energy (zero: lowest compared OMol25 entry of this formula, charge and spin) (eV) = 3.903
- maximum force (eV/A) = 5.411



[7]
The following is a quantum chemistry calculation of a structure of composition C24H19BrClF9IrN4O2P, from the Open Molecules 2025 dataset.

```
62
Properties=species:S:1:pos:R:3:mulliken_charge:R:1
Ir -0.4970 0.4410 0.8061 0.891
C 1.9241 2.3179 2.4150 -1.655
C 2.2203 0.8758 2.1457 1.107
C 3.4264 0.3022 2.5899 -1.036
C 3.7518 -1.0004 2.3431 -0.898
C 2.8514 -1.8286 1.7152 -0.591
C 1.6887 -1.2700 1.2728 0.989
N 1.4004 0.0482 1.4702 0.604
C 0.6484 -2.1117 0.6758 0.345
C 0.5764 -3.4720 0.6023 -0.798
C -0.5418 -4.1411 0.2215 -1.087
C -1.6229 -3.3608 -0.2082 -0.860
C -1.5408 -1.9929 -0.1278 0.079
N -0.3837 -1.4011 0.2061 0.095
C -2.6669 -1.0394 -0.2718 1.399
C -3.9354 -1.4342 -0.5824 -0.759
C -4.9407 -0.5216 -0.4653 -0.928
C -4.7078 0.7325 -0.0212 -1.029
C -3.4283 1.0669 0.4139 1.098
C -3.2218 2.4358 1.0631 -1.409
N -2.4227 0.2200 0.2220 0.778
H 2.5813 2.7143 3.2138 0.496
H 0.8973 2.4664 2.7128 0.248
H 2.0447 2.9046 1.4923 0.320
H 4.0816 0.9599 3.1169 0.597
H 4.7288 -1.3875 2.6202 0.465
H 3.0604 -2.9129 1.6176 0.407
H 1.3940 -4.0877 0.9781 0.418
H -0.5618 -5.2316 0.1484 0.492
H -2.5711 -3.8556 -0.3902 0.433
H -4.1457 -2.4598 -0.8778 0.502
H -5.9366 -0.7860 -0.8096 0.434
H -5.4898 1.4568 0.1919 0.557
H -4.0605 3.0460 0.7318 0.537
H -2.3222 2.9695 0.7618 0.209
H -3.2176 2.3751 2.1641 0.210
Br -1.6416 2.7006 -2.2201 0.037
C -0.8182 1.1858 -3.2035 0.409
C -0.6952 1.3465 -4.5550 -0.673
C -0.3568 0.1591 -5.1889 -0.336
C -0.1032 -0.9940 -4.4365 -0.761
C -0.1753 -0.9451 -3.0789 -0.257
N -0.5826 0.1571 -2.4701 0.247
H -0.8005 2.3085 -5.0498 0.493
H -0.2204 0.1173 -6.2876 0.392
H 0.2267 -1.9319 -4.8657 0.449
H 0.0110 -1.7974 -2.4166 0.404
F 7.9191 2.4404 -2.4421 -0.159
C 6.7204 2.0249 -2.1205 0.499
F 6.6329 1.6892 -0.8628 -0.167
F 6.3336 1.0296 -2.8723 -0.164
C 3.0802 1.4260 -2.9177 0.859
O 2.9936 1.4728 -4.1120 -0.438
O 3.2351 1.3846 -1.7830 -0.417
Cl 0.1983 2.4708 -0.2817 -0.332
F -1.4349 -1.1164 2.7800 -0.286
P -1.6374 -0.0022 4.0250 1.278
F -0.0964 -0.0945 4.2829 -0.310
F -2.0434 -0.9892 5.1352 -0.250
F -3.0310 0.2423 3.3912 -0.303
F -1.7807 1.3746 4.7762 -0.308
F -0.9942 1.3027 2.6162 -0.564
```

## Properties
- charge = +2
- spin multiplicity = 5
- LUMO energy (spin up / spin down) (eV) = -7.008 / -9.342
- HOMO level (spin up / spin down) (eV) = -13.6 / -15.2
- relative energy (zero: lowest compared OMol25 entry of this formula, charge and spin) (eV) = 0.000
- maximum force (eV/A) = 4.889



[8]
The following is a quantum chemistry calculation of the molecule C2H4ClOP, from the Open Molecules 2025 dataset.

```
9
Properties=species:S:1:pos:R:3:mulliken_charge:R:1
C 0.3730 0.3948 0.1534 -0.702
C -0.8780 0.3644 -0.6741 -0.302
O -4.9419 -0.1281 -0.1576 -0.420
P -3.6824 -0.6969 0.3402 0.288
Cl -2.3371 1.0184 -0.0784 0.008
H 0.4440 1.4055 0.5992 0.261
H 0.5770 -0.2611 0.9904 0.305
H 1.0196 0.1583 -0.6931 0.263
H -1.2196 -0.5941 -0.8340 0.300
```

## Properties
- charge = 0
- LUMO energy (spin up / spin down) (eV) = -0.349 / -1.476
- HOMO level (spin up / spin down) (eV) = -9.0 / -7.0
- relative energy (zero: lowest compared OMol25 entry of this formula, charge and spin) (eV) = 4.351
- maximum force (eV/A) = 3.023